Record 1
A molecular structure, C12H11Cl3O2Pm at a distorted geometry, computed with ωB97M-V/def2-TZVPD.

The multiplicity is 5. The HOMO-LUMO gap (spin up / spin down) comes out at 4.28 / 4.34 eV. The energy above the lowest of the compared OMol25 structures with the same formula, charge and spin is 70.73 kcal per mole. Its charge is -1.

CARTESIAN COORDINATES (ANGSTROEM)
C1 -0.718 -0.753 3.630
C2 -1.507 0.039 2.764
C3 -0.678 1.062 2.246
H1 -2.551 -0.107 2.544
C4 0.624 0.877 2.762
C5 0.591 -0.240 3.626
H2 1.437 -0.668 4.137
H3 -1.043 -1.642 4.143
H4 -0.971 1.807 1.527
H5 1.490 1.474 2.528
Pm1 0.099 -0.963 1.431
Cl1 0.747 -3.077 1.711
C6 -1.601 -0.049 -3.776
C7 -0.960 1.203 -3.695
C8 -1.871 2.124 -3.142
H6 0.057 1.420 -4.005
C9 -3.076 1.441 -2.881
C10 -2.909 0.098 -3.273
H7 -3.656 -0.685 -3.200
H8 -1.164 -0.966 -4.158
H9 -1.679 3.174 -2.951
H10 -3.975 1.874 -2.453
Cl2 3.571 -0.543 2.054
C11 3.743 -1.277 0.449
Cl3 3.608 -3.048 0.522
C12 2.799 -0.687 -0.565
O1 3.321 -0.237 -1.684
O2 1.489 -0.558 -0.402
H11 4.785 -1.094 0.113

Forces on atoms 1 to 3 (eV/Å):
-0.77 0.72 1.77
-0.81 1.48 1.86
-0.68 1.85 1.73

Record 2
2 unconnected molecules or ions with the total composition C2H10F2Si3 at a distorted geometry, computed with ωB97M-V/def2-TZVPD.

The HOMO-LUMO gap (spin up / spin down) comes out at 5.69 / 7.79 eV. The energy above the lowest of the compared OMol25 structures with the same formula, charge and spin is 50.16 kcal per mole.

CARTESIAN COORDINATES (ANGSTROEM)
C1 1.913 -0.625 3.297
C2 -2.425 -0.536 -2.917
F1 0.091 2.314 -1.826
F2 2.154 0.988 -2.049
Si1 1.421 0.974 2.289
Si2 -0.446 -0.433 -3.159
Si3 0.642 0.714 -1.483
H1 2.950 -0.705 3.414
H2 1.450 -0.679 4.217
H3 1.552 -1.435 2.670
H4 -2.638 -1.065 -1.916
H5 -2.936 0.460 -3.053
H6 -2.807 -1.299 -3.656
H7 0.024 1.266 2.540
H8 1.803 1.328 0.948
H9 -0.540 0.134 -4.521
H10 0.064 -1.791 -3.275

Forces on atoms 1 to 3 (eV/Å):
-0.55 1.06 -3.35
0.59 -1.27 1.02
0.26 -2.15 0.90

Record 3
A single CH5BS molecule at a distorted geometry, computed with ωB97M-V/def2-TZVPD.

The HOMO-LUMO gap comes out at 10.50 eV. As for the structure (SMILES): CBS. The energy above the lowest of the compared OMol25 structures with the same formula, charge and spin is 14.41 kcal per mole.

CARTESIAN COORDINATES (ANGSTROEM)
C1 0.178 -1.162 -0.433
B1 -0.149 0.370 0.157
S1 -0.777 1.397 1.589
H1 -0.026 -1.971 0.135
H2 -0.134 -1.214 -1.492
H3 1.228 -1.157 -0.465
H4 0.113 1.067 -0.810
H5 -0.433 2.671 1.317

Forces on atoms 1 to 3 (eV/Å):
-1.02 3.92 -0.22
0.23 0.53 -1.86
0.31 -1.73 -0.10

Record 4
2 unconnected molecules or ions with the total composition C5H8O2 at a distorted geometry, computed with ωB97M-V/def2-TZVPD.

The HOMO-LUMO gap comes out at 8.51 eV. The energy above the lowest of the compared OMol25 structures with the same formula, charge and spin is 85.00 kcal per mole.

CARTESIAN COORDINATES (ANGSTROEM)
C1 -2.334 0.104 -0.132
C2 -0.194 0.459 0.358
C3 0.276 1.843 0.440
C4 0.574 -1.912 -0.379
C5 0.920 -0.399 -0.083
O1 -3.048 0.147 0.803
O2 -1.915 -0.126 -1.197
H1 0.122 2.292 1.571
H2 -0.366 2.487 -0.142
H3 1.291 1.962 0.116
H4 0.341 -2.436 0.560
H5 1.587 -2.254 -0.750
H6 -0.268 -1.908 -1.002
H7 1.335 0.059 -1.002
H8 1.679 -0.318 0.839

Forces on atoms 1 to 3 (eV/Å):
-0.73 -0.86 1.99
0.45 0.07 1.22
-0.72 1.20 2.58

Record 5
A molecular structure, C7H17MgNO4S at a distorted geometry, computed with ωB97M-V/def2-TZVPD.

The HOMO-LUMO gap comes out at 2.54 eV. Its charge is +2.

CARTESIAN COORDINATES (ANGSTROEM)
C1 2.824 -1.358 0.145
C2 3.225 0.158 0.378
C3 2.325 0.873 1.447
N1 1.533 1.921 0.773
O1 0.172 1.511 0.707
S1 -0.497 2.432 -0.564
O2 -1.809 2.912 -0.079
O3 -0.843 1.309 -1.782
C4 -0.100 0.116 -1.693
C5 -0.582 -0.984 -0.702
C6 -1.939 -0.851 0.062
O4 -2.707 0.259 -0.130
C7 -4.045 0.068 0.357
H1 3.728 -1.962 0.313
H2 2.012 -1.700 0.810
H3 2.559 -1.458 -0.924
H4 3.208 0.698 -0.582
H5 4.270 0.189 0.728
H6 2.995 1.386 2.161
H7 1.692 0.162 2.012
H8 1.534 2.794 1.297
H9 -0.033 -0.307 -2.715
H10 0.951 0.372 -1.438
H11 0.214 -1.143 0.052
H12 -0.588 -1.985 -1.276
H13 -1.760 -0.961 1.155
H14 -2.619 -1.785 -0.188
H15 -4.053 -0.092 1.450
H16 -4.610 0.968 0.081
H17 -4.499 -0.799 -0.194
Mg1 -2.557 -2.744 -1.659

Forces on atoms 1 to 3 (eV/Å):
0.86 1.05 -0.50
-0.31 -0.98 0.73
0.91 0.34 -0.87

Record 6
9 unconnected molecules or ions with the total composition C28H49N5O4S4 at a distorted geometry, computed with ωB97M-V/def2-TZVPD.

The HOMO-LUMO gap comes out at 7.95 eV. The energy above the lowest of the compared OMol25 structures with the same formula, charge and spin is 78.82 kcal per mole.

CARTESIAN COORDINATES (ANGSTROEM)
C1 -1.628 -5.339 0.505
S1 -0.090 -4.534 0.911
O1 1.098 -5.389 0.490
C2 -0.249 -3.168 -0.296
H1 -2.366 -4.640 0.896
H2 -1.487 -6.307 0.987
H3 -1.849 -5.344 -0.563
H4 -0.013 -3.451 -1.322
H5 0.534 -2.437 -0.099
H6 -1.165 -2.584 -0.198
C3 2.707 -2.334 -4.531
S2 2.148 -1.089 -5.808
O2 1.356 -2.065 -6.684
C4 0.820 -0.308 -4.860
H7 1.984 -2.469 -3.726
H8 3.620 -1.873 -4.154
H9 2.981 -3.289 -4.978
H10 -0.237 -0.328 -5.124
H11 1.110 0.735 -4.991
H12 0.955 -0.559 -3.808
C5 1.633 0.549 -1.600
S3 -0.176 0.871 -1.534
O3 -0.693 -0.577 -1.965
C6 -0.335 1.174 0.322
H13 2.047 1.308 -0.936
H14 2.033 0.620 -2.612
H15 1.800 -0.412 -1.115
H16 0.331 2.021 0.485
H17 0.131 0.314 0.803
H18 -1.353 1.450 0.596
C7 6.169 2.216 1.568
S4 4.368 2.559 1.917
O4 3.521 2.005 0.768
C8 4.207 1.426 3.409
H19 6.808 2.511 2.400
H20 6.495 2.622 0.610
H21 6.330 1.140 1.631
H22 4.916 1.677 4.198
H23 4.334 0.386 3.109
H24 3.259 1.382 3.945
N1 -2.746 0.056 2.893
C9 -3.035 1.235 3.489
C10 -1.901 1.788 3.999
C11 -0.856 0.889 3.741
C12 -1.396 -0.153 3.010
H25 -3.498 -0.507 2.521
H26 -4.052 1.589 3.409
H27 -1.691 2.788 4.346
H28 0.178 1.085 3.984
H29 -0.912 -0.938 2.449
N2 -4.829 -2.718 -3.051
C13 -5.842 -3.124 -2.191
C14 -5.527 -2.768 -0.882
C15 -4.320 -2.125 -0.827
C16 -3.901 -2.083 -2.217
H30 -4.823 -2.732 -4.061
H31 -6.614 -3.758 -2.601
H32 -6.138 -2.990 -0.020
H33 -3.762 -1.757 0.021
H34 -3.127 -1.494 -2.687
N3 1.585 4.226 1.453
C17 1.497 5.516 0.979
C18 0.295 6.068 1.359
C19 -0.263 5.272 2.333
C20 0.577 4.077 2.391
H35 2.196 3.530 1.050
H36 2.227 5.765 0.224
H37 0.007 7.062 1.050
H38 -1.198 5.418 2.853
H39 0.318 3.160 2.899
N4 4.883 -1.670 0.195
C21 5.193 -2.399 1.260
C22 4.283 -3.464 1.300
C23 3.579 -3.416 0.153
C24 3.893 -2.285 -0.541
H40 5.443 -0.889 -0.117
H41 5.783 -1.958 2.049
H42 4.051 -4.163 2.090
H43 2.832 -4.145 -0.124
H44 3.530 -1.773 -1.420
N5 -4.469 3.623 -0.420
C25 -3.953 2.585 0.294
C26 -4.535 1.426 -0.248
C27 -5.506 1.814 -1.203
C28 -5.372 3.168 -1.328
H45 -4.340 4.589 -0.154
H46 -3.267 2.686 1.122
H47 -4.461 0.421 0.141
H48 -6.223 1.126 -1.627
H49 -5.849 3.877 -1.987

Forces on atoms 1 to 3 (eV/Å):
0.34 0.52 -0.39
1.46 0.39 -0.89
-1.51 0.70 0.23